No. 1
DFT (ωB97M-V/def2-TZVPD) results for a 2-piece molecular cluster, C5H12NO overall in a non-equilibrium geometry.

ΔE to the lowest compared entry with this formula, charge and spin (kcal per mole): 25.2
2S+1: 2
Orbital gap (alpha / beta) (hartree): 0.2305 / 0.3179
Energy (Eh): -327.58689
E_LUMO (alpha / beta) (eV): 0.5 / 0.5
HOMO (alpha / beta) (eV): -5.7 / -8.1

Cartesian coordinates (Å):
1 C -1.2197 -0.7250 2.2569
2 C -2.0849 -0.6691 0.9791
3 C -1.2800 -0.1121 -0.1812
4 C -0.3260 0.8410 -0.0761
5 N 0.7741 0.8001 -0.9515
6 C 1.4391 1.9404 -1.2759
7 H -1.6760 -1.3941 2.9792
8 H -0.2077 -0.9857 1.9790
9 H -1.1976 0.2726 2.7181
10 H -2.3918 -1.6740 0.6782
11 H -2.9607 -0.0236 1.1450
12 H -1.5475 -0.2687 -1.2220
13 H -0.2275 1.6056 0.6995
14 H 1.3897 -0.0076 -0.9099
15 H 1.0397 2.9264 -1.0908
16 H 2.3810 1.8319 -1.7977
17 H 2.3610 -1.5864 -2.6750
18 H 3.2352 -1.6007 -1.4245
19 O 2.4995 -1.1709 -1.8305

Atom charges from the Mulliken analysis, given in e for atoms 1 to 4:
1 C -1.17
2 C -0.33
3 C -0.40
4 C -0.50



No. 2
DFT (ωB97M-V/def2-TZVPD) results for a 2-piece molecular cluster, C5H12NO overall in a non-equilibrium geometry.

ΔE to the lowest compared entry with this formula, charge and spin (kcal per mole): 91.3
Charge: +1
2S+1: 1
Orbital gap (hartree): 0.2995
Energy (Eh): -327.31402
E_LUMO (eV): -5.1
HOMO (eV): -13.2

Cartesian coordinates (Å):
1 C 2.8254 -0.9549 -0.8393
2 C 2.1212 -0.7273 0.5374
3 C 0.6417 -0.8981 0.6114
4 C -0.3374 -0.1034 1.2570
5 N -1.2744 0.6176 0.3406
6 C -0.7220 1.3444 -0.6619
7 H 3.8930 -0.7269 -0.7641
8 H 2.4131 -0.3217 -1.8820
9 H 2.6905 -2.0123 -1.2166
10 H 2.2361 0.3396 0.7006
11 H 2.6009 -1.3760 1.3714
12 H 0.1107 -1.4085 -0.2615
13 H -0.4056 0.2731 2.2594
14 H -2.3929 0.5631 0.4757
15 H 0.4298 1.2949 -0.8575
16 H -1.3158 2.0546 -1.2379
17 H -4.8561 0.0992 -0.4094
18 H -4.5094 1.4398 0.4193
19 O -4.1488 0.5030 0.1574

Atom charges from the Mulliken analysis, given in e for atoms 1 to 4:
1 C -1.03
2 C -0.12
3 C -0.40
4 C -0.36



No. 3
DFT (ωB97M-V/def2-TZVPD) results for a 2-piece molecular cluster, C5H12NO overall in a non-equilibrium geometry.

ΔE to the lowest compared entry with this formula, charge and spin (kcal per mole): 129.3
Charge: +1
2S+1: 1
Orbital gap (hartree): 0.3327
Energy (Eh): -327.25352
E_LUMO (eV): -5.2
HOMO (eV): -14.3

Cartesian coordinates (Å):
1 C -0.1929 -0.0621 -2.1549
2 C -0.0687 2.5527 0.6335
3 C -0.1035 -2.6456 1.8327
4 C 0.3993 0.7083 -1.0097
5 C -0.4319 1.3195 -0.1529
6 N 0.1891 -1.4971 1.1531
7 O 1.1869 -1.3893 0.4227
8 H -0.0536 0.4783 -3.1406
9 H 0.4356 -1.0651 -2.2755
10 H -1.1846 -0.2518 -1.7931
11 H -0.6842 2.6090 1.4970
12 H -0.3798 3.2570 -0.0757
13 H 0.9603 2.7364 0.6596
14 H 0.6180 -3.4569 1.4988
15 H -1.1171 -2.9947 1.5385
16 H -0.2937 -2.5132 2.9791
17 H 1.1763 1.3626 -1.2296
18 H 0.9692 -0.0947 -0.2907
19 H -1.4245 0.9468 -0.0921

Atom charges from the Mulliken analysis, given in e for atoms 1 to 4:
1 C -1.03
2 C -1.32
3 C -0.71
4 C -0.11



No. 4
DFT (ωB97M-V/def2-TZVPD) results for an isolated ion of composition C5H12NO and charge +1 in a non-equilibrium geometry.

ΔE to the lowest compared entry with this formula, charge and spin (kcal per mole): 59.6
Charge: +1
2S+1: 1
Orbital gap (hartree): 0.3641
Energy (Eh): -327.36461
SMILES string: [NH3+]/C=C/CCCO
E_LUMO (eV): -3.8
HOMO (eV): -13.7

Cartesian coordinates (Å):
1 N -2.4125 0.0560 -1.5253
2 C -1.5135 -0.2861 -0.2891
3 C -0.9011 0.9137 0.0687
4 C 0.4312 1.1947 0.5668
5 C 1.1647 0.0808 1.4008
6 C 1.9716 -0.9492 0.5362
7 O 1.0036 -1.6838 -0.1709
8 H -3.0893 -0.6105 -1.6967
9 H -2.8284 0.9066 -1.3184
10 H -1.9367 0.3673 -2.2892
11 H -1.1153 -1.2336 -0.1728
12 H -1.3302 1.9348 -0.2681
13 H 1.1632 1.4743 -0.2515
14 H 0.4366 2.1234 1.2043
15 H 1.9048 0.4215 2.2087
16 H 0.3181 -0.4676 1.8990
17 H 2.6698 -0.3991 -0.1467
18 H 2.6461 -1.6110 1.1010
19 H 1.4175 -2.2320 -0.8568

Atom charges from the Mulliken analysis, given in e for atoms 1 to 4:
1 N -0.25
2 C -0.28
3 C -0.17
4 C -0.59



No. 5
DFT (ωB97M-V/def2-TZVPD) results for a 2-piece molecular cluster, C5H12NO overall.

ΔE to the lowest compared entry with this formula, charge and spin (kcal per mole): 24.6
Charge: +1
2S+1: 1
Orbital gap (hartree): 0.3902
Energy (Eh): -327.42032
E_LUMO (eV): -3.5
HOMO (eV): -14.1

Cartesian coordinates (Å):
1 O -0.7289 1.2311 2.9045
2 C 0.0697 1.8987 2.3164
3 C 0.1341 1.8574 0.8064
4 N -0.8536 0.8365 0.3507
5 H 0.7679 2.5988 2.7961
6 H -0.1165 2.8326 0.3917
7 H 1.1215 1.5830 0.4401
8 H -1.4112 1.1352 -0.4490
9 H -0.3722 -0.0723 0.1731
10 H -1.4743 0.6530 1.1573
11 C -0.5934 -1.8018 -1.8808
12 C 0.3980 -1.9167 -0.7484
13 C 1.4559 -1.1304 -0.5921
14 H -1.6150 -1.8200 -1.4986
15 H -0.3992 -0.8947 -2.4513
16 H -0.4744 -2.6617 -2.5458
17 H 0.2445 -2.7379 -0.0644
18 H 2.1877 -1.2653 0.1943
19 H 1.6593 -0.3255 -1.3001

Atom charges from the Mulliken analysis, given in e for atoms 1 to 4:
1 O -0.45
2 C 0.20
3 C -0.55
4 N -0.19



No. 6
DFT (ωB97M-V/def2-TZVPD) results for a 2-piece molecular cluster, C5H12NO overall in a non-equilibrium geometry.

ΔE to the lowest compared entry with this formula, charge and spin (kcal per mole): 113.1
Charge: +1
2S+1: 1
Orbital gap (hartree): 0.4081
Energy (Eh): -327.27935
E_LUMO (eV): -4.3
HOMO (eV): -15.4

Cartesian coordinates (Å):
1 C -1.7416 0.0815 -0.0752
2 C -1.0368 -1.1954 0.3665
3 C -0.9299 1.2802 0.4076
4 C 0.3723 -1.2365 -0.2074
5 C 0.4984 1.1900 -0.1083
6 N 2.4841 -0.0470 0.1894
7 O 1.0912 -0.0715 0.3252
8 H -1.8369 0.1014 -1.1618
9 H -2.7444 0.1198 0.3475
10 H -0.9793 -1.2300 1.4558
11 H -1.5754 -2.0806 0.0300
12 H -1.3620 2.2150 0.0490
13 H -0.9220 1.3113 1.4979
14 H 0.9100 -2.1183 0.1501
15 H 0.3751 -1.2094 -1.3012
16 H 0.5358 1.2265 -1.2050
17 H 1.1297 1.9759 0.3108
18 H 2.8877 0.6722 -1.0969
19 H 2.8439 -0.9852 0.0259

Atom charges from the Mulliken analysis, given in e for atoms 1 to 4:
1 C -0.65
2 C -0.61
3 C -0.61
4 C -0.36



No. 7
DFT (ωB97M-V/def2-TZVPD) results for an isolated ion of composition C5H12NO and charge +1 in a non-equilibrium geometry.

ΔE to the lowest compared entry with this formula, charge and spin (kcal per mole): 26.3
Charge: +1
2S+1: 1
Orbital gap (hartree): 0.3637
Energy (Eh): -327.41763
SMILES string: [NH3+]/C=C/CCCO
E_LUMO (eV): -3.6
HOMO (eV): -13.5

Cartesian coordinates (Å):
1 N -2.1577 -2.2277 0.4306
2 C -1.6803 -0.9229 -0.0939
3 C -0.3976 -0.6190 -0.1689
4 C 0.0092 0.5583 -0.9995
5 C 1.4741 0.9553 -0.8525
6 C 1.8623 1.5299 0.5222
7 O 0.9651 0.9947 1.4977
8 H -1.7907 -2.4000 1.3740
9 H -1.8530 -3.0174 -0.1407
10 H -3.1730 -2.2620 0.5325
11 H -2.4480 -0.3386 -0.5733
12 H 0.3993 -1.1262 0.3653
13 H -0.5770 1.4216 -0.7110
14 H -0.2212 0.4246 -2.0576
15 H 1.8120 1.6552 -1.6205
16 H 2.1001 0.0823 -1.0754
17 H 1.7635 2.6156 0.4827
18 H 2.8684 1.1988 0.7579
19 H 1.0443 1.4774 2.3303

Atom charges from the Mulliken analysis, given in e for atoms 1 to 4:
1 N -0.27
2 C -0.48
3 C -0.13
4 C -0.67



No. 8
DFT (ωB97M-V/def2-TZVPD) results for an isolated ion of composition C5H12NO and charge +1 in a non-equilibrium geometry.

ΔE to the lowest compared entry with this formula, charge and spin (kcal per mole): 59.4
Charge: +1
2S+1: 1
Orbital gap (hartree): 0.4206
Energy (Eh): -327.36489
SMILES string: C=C[C@H](O)[NH+](C)C
E_LUMO (eV): -3.3
HOMO (eV): -14.8

Cartesian coordinates (Å):
1 C -2.7290 -0.5987 0.3824
2 C -1.8073 0.1491 -0.2349
3 C -0.6150 0.8180 0.3152
4 O -0.2477 2.0025 -0.1674
5 N 0.7210 -0.2232 0.2421
6 C 1.8911 0.3442 0.7705
7 C 1.1340 -0.9005 -1.0857
8 H -3.3991 -1.0847 -0.2215
9 H -2.5313 -1.1266 1.2913
10 H -1.9228 0.2160 -1.3241
11 H -0.6848 1.0128 1.5032
12 H -0.6336 2.1549 -1.0995
13 H 0.3014 -0.8340 0.9448
14 H 2.6412 -0.4925 0.9420
15 H 2.2656 1.1722 0.0139
16 H 1.8737 0.8471 1.7405
17 H 1.8432 -0.2004 -1.5780
18 H 1.6288 -1.9185 -0.8560
19 H 0.2706 -1.3378 -1.5789

Atom charges from the Mulliken analysis, given in e for atoms 1 to 4:
1 C -0.78
2 C -0.37
3 C 0.26
4 O -0.46